1.
DFT (ωB97M-V/def2-TZVPD) results for a cluster of 3 separate species, H6O3 in total.

```
9
Properties=species:S:1:pos:R:3
O -16.30130 0.67589 -6.87030
H -16.68849 0.10461 -7.53967
H -16.13932 1.52394 -7.31224
O -16.31261 -1.19727 -4.65951
H -15.72551 -0.89187 -3.96351
H -16.42065 -0.43324 -5.24614
O -15.98113 2.95390 -8.64890
H -15.75757 2.41911 -9.41800
H -15.51155 3.78373 -8.77665
```

The calculation puts the HOMO-LUMO gap at 11.03 eV. As for the SMILES: O.O.O. The multiplicity is 1.

For each atom in turn, the Mulliken charge in e is:
1 O -0.667
2 H 0.282
3 H 0.375
4 O -0.637
5 H 0.310
6 H 0.372
7 O -0.673
8 H 0.321
9 H 0.318

---

2.
DFT (ωB97M-V/def2-TZVPD) results for a cluster of 3 separate species, H6O3 in total.

```
9
Properties=species:S:1:pos:R:3
O 2.57160 0.70005 0.62203
H 1.94643 0.02126 0.36781
H 3.04255 0.32586 1.36662
O -1.38573 3.01559 -0.78038
H -0.55533 2.63150 -0.49907
H -2.00264 2.28372 -0.77518
O -0.98020 -2.68708 -0.00917
H -0.70249 -3.58118 -0.20837
H -1.93417 -2.70971 -0.08432
```

The calculation puts the HOMO-LUMO gap at 11.95 eV. As for the SMILES: O.O.O. The multiplicity is 1.

For each atom in turn, the Mulliken charge in e is:
1 O -0.635
2 H 0.322
3 H 0.313
4 O -0.639
5 H 0.323
6 H 0.314
7 O -0.634
8 H 0.318
9 H 0.318

---

3.
DFT (ωB97M-V/def2-TZVPD) results for a cluster of 3 separate species, H6O3 in total.

```
9
Properties=species:S:1:pos:R:3
O 12.75518 -24.60160 -6.48419
H 12.17885 -25.35360 -6.34790
H 12.95032 -24.61550 -7.42118
O 15.01730 -24.15815 -6.65247
H 15.23169 -25.06609 -6.43818
H 14.07611 -24.08956 -6.49222
O 10.33288 -25.52150 -7.33872
H 9.97652 -24.63480 -7.39356
H 9.96239 -25.87956 -6.53202
```

The calculation puts the HOMO-LUMO gap at 10.86 eV. As for the SMILES: O.O.O. The multiplicity is 1.

For each atom in turn, the Mulliken charge in e is:
1 O -0.664
2 H 0.317
3 H 0.349
4 O -0.707
5 H 0.280
6 H 0.432
7 O -0.672
8 H 0.337
9 H 0.328

---

4.
DFT (ωB97M-V/def2-TZVPD) results for a cluster of 3 separate species, H6O3 in total.

```
9
Properties=species:S:1:pos:R:3
O -0.94390 2.87121 0.22985
H -1.23413 3.28958 -0.58741
H -0.24587 2.25014 -0.03550
O 0.49334 -2.54518 -0.26603
H 0.85366 -3.27021 -0.78949
H -0.46378 -2.65758 -0.31452
O 0.56059 0.39815 0.48745
H 0.11684 0.04937 1.26790
H 0.86326 -0.38548 0.00775
```

The calculation puts the HOMO-LUMO gap at 11.26 eV. As for the SMILES: O.O.O. The multiplicity is 1.

For each atom in turn, the Mulliken charge in e is:
1 O -0.639
2 H 0.310
3 H 0.341
4 O -0.641
5 H 0.312
6 H 0.322
7 O -0.642
8 H 0.298
9 H 0.339

---

5.
DFT (ωB97M-V/def2-TZVPD) results for a cluster of 3 separate species, H6O3 in total.

```
9
Properties=species:S:1:pos:R:3
O -1.93139 -4.33304 1.08856
H -1.24713 -3.77660 0.71656
H -2.34854 -4.74039 0.32943
O 0.17278 5.01236 -0.82962
H -0.72821 5.04379 -0.50798
H 0.71041 5.01135 -0.03767
O 1.77222 -1.05106 -0.01872
H 1.71241 -0.12822 0.22830
H 1.88745 -1.03819 -0.96887
```

The calculation puts the HOMO-LUMO gap at 12.09 eV. As for the SMILES: O.O.O. The multiplicity is 1.

For each atom in turn, the Mulliken charge in e is:
1 O -0.640
2 H 0.321
3 H 0.318
4 O -0.639
5 H 0.321
6 H 0.318
7 O -0.635
8 H 0.317
9 H 0.319

---

Sequential relative energy (zero: lowest compared OMol25 entry of this formula, charge and spin) output: 0.2860; 0.5983; 1.1194; 0.3056; 0.6295 eV
Sequential LUMO level output: 0.4; 0.5; 0.5; 0.5; 0.6 eV
Sequential strongest force on any atom output: 0.15; 0.30; 2.52; 0.31; 0.30 eV/A